1.
The following is a quantum chemistry calculation of CH10NO3PSSi2 as an isolated structure, from OMol25.

CARTESIAN COORDINATES (ANGSTROEM)
Si (1.460, -0.276, -0.724)
P (1.641, -1.408, -2.711)
H (3.032, -1.603, -2.867)
O (-1.964, -0.219, 1.459)
C (-0.889, 0.627, 3.309)
N (-1.223, -0.486, 2.378)
H (-1.583, 2.033, -0.362)
O (-0.735, -1.571, 2.590)
H (-1.000, 2.178, -2.706)
H (2.823, 0.000, -0.236)
H (-0.428, 1.409, 2.711)
H (1.274, -2.737, -2.402)
H (-1.826, 0.989, 3.722)
S (0.703, -0.554, -4.199)
Si (-0.921, 1.353, -1.493)
O (0.680, 1.128, -1.053)
H (-1.538, 0.029, -1.709)
H (-0.223, 0.243, 4.071)
H (0.715, -1.134, 0.220)

Its calculated total energy is -44709.6316 eV. Its LUMO energy is 0.0043 Ha. The calculation puts the frontier orbital gap at 0.3189 Eh. Its charge is 0. For the HOMO energy, the calculation gives -8.56 eV.

=====

2.
The following is a quantum chemistry calculation of a 4-piece molecular cluster, CH10NO4 overall, from OMol25.

CARTESIAN COORDINATES (ANGSTROEM)
H (2.969, -0.632, 0.380)
H (2.396, 0.444, -0.493)
H (-1.493, -0.702, -0.184)
H (0.791, -1.188, -0.150)
H (0.717, -2.678, -0.228)
O (-0.268, -0.107, -0.754)
O (1.344, -2.006, 0.052)
H (-0.806, 1.507, 1.452)
H (-0.509, 1.843, -1.372)
H (-2.015, 1.036, 0.540)
O (2.997, 0.323, 0.267)
O (-2.186, -1.268, 0.388)
H (0.693, 1.559, -0.090)
H (-3.085, -1.092, 0.102)
C (-0.288, 1.240, -0.474)
N (-1.259, 1.722, 0.563)

Its calculated total energy is -10880.5422 eV. Its LUMO energy is 0.1570 Ha. The calculation puts the frontier orbital gap at 0.3202 Eh. Its charge is -1. For the HOMO energy, the calculation gives -4.44 eV.

=====

3.
The following is a quantum chemistry calculation of a 2-piece molecular cluster, CH10NSi2 overall, from OMol25.

CARTESIAN COORDINATES (ANGSTROEM)
H (-0.915, -1.934, -0.089)
Si (-1.415, 0.924, -0.904)
H (-0.700, 1.466, -2.023)
C (-0.158, 0.190, 0.332)
H (0.601, -2.405, 0.620)
N (0.115, -1.844, -0.128)
H (-0.896, 0.018, 1.121)
H (-1.899, 1.939, -0.079)
H (-2.104, -0.358, -1.164)
H (0.495, -2.098, -0.959)
H (1.281, 2.060, 1.616)
Si (1.561, 0.950, 0.783)
H (1.992, -0.202, 1.459)
H (2.044, 1.293, -0.585)

Its calculated total energy is -18434.4158 eV. Its LUMO energy is -0.1875 Ha. The calculation puts the frontier orbital gap at 0.3778 Eh. Its charge is +1. For the HOMO energy, the calculation gives -15.38 eV.

=====

4.
The following is a quantum chemistry calculation of a 5-piece molecular cluster, CH10O3S overall, from OMol25.

CARTESIAN COORDINATES (ANGSTROEM)
H (-0.538, 0.198, -0.221)
H (-1.312, -1.196, -1.434)
H (-2.983, -1.670, -1.506)
H (0.127, -1.484, -2.560)
O (-0.007, -1.152, -1.761)
O (2.250, -0.277, -0.328)
H (1.800, 0.427, 0.125)
C (-0.816, 0.334, 0.809)
H (1.553, -0.799, -0.843)
O (-2.282, -1.243, -0.949)
H (0.487, 2.366, -1.447)
H (-0.988, -0.650, 1.245)
H (1.188, 2.198, -1.381)
H (-1.771, 0.891, 0.710)
S (0.478, 1.193, 1.673)

Its calculated total energy is -18169.3543 eV. Its LUMO energy is -0.2079 Ha. The calculation puts the frontier orbital gap at 0.1338 Eh. Its charge is 0. For the HOMO energy, the calculation gives -9.30 eV.